(1)
19
Properties=species:S:1:pos:R:3:forces:R:3:nbo_charge:R:1 method="wB97M-V/def2-TZVPD" spin_multiplicity=1 total_charge=0 homo_lumo_gap_ev=10.4 de_lowest_kj_mol=280.7 molar_mass_g_mol=100.16
C -2.5108 -0.5605 0.2588 0.40 -2.13 0.91 -0.727
C -1.1183 -0.7584 -0.3415 1.85 -1.57 -0.23 -0.345
C -0.0555 0.1754 0.1608 0.21 0.06 -0.07 -0.353
C -0.2995 1.6114 -0.2353 0.20 0.24 0.17 0.457
O 0.0048 2.5586 0.4505 -0.22 -0.36 -0.33 -0.517
C 1.2930 -0.2948 -0.3874 0.22 0.11 -0.06 -0.376
C 2.4780 0.3237 0.3321 0.17 0.04 0.04 -0.610
H -2.0431 -1.5532 0.5481 -4.13 0.23 1.82 0.290
H -2.6460 0.0857 1.1347 0.35 -0.07 -0.51 0.221
H -3.4042 -0.6642 -0.3687 0.62 0.13 0.08 0.223
H -0.7008 -1.8826 0.0485 -0.28 2.65 -1.39 0.146
H -1.1854 -0.9203 -1.4120 0.35 0.43 -0.34 0.223
H -0.0523 0.1430 1.2616 0.09 0.02 -0.22 0.220
H -0.7416 1.7598 -1.2465 0.03 0.02 0.08 0.106
H 1.3259 -0.0705 -1.4633 0.06 -0.02 0.12 0.199
H 1.3207 -1.3906 -0.3043 0.04 0.24 0.00 0.208
H 3.4167 -0.0115 -0.1157 -0.03 0.08 0.08 0.211
H 2.4783 0.0323 1.3884 0.03 0.05 -0.14 0.205
H 2.4399 1.4168 0.2911 0.05 -0.15 0.01 0.218

(2)
19
Properties=species:S:1:pos:R:3:forces:R:3:nbo_charge:R:1 method="wB97M-V/def2-TZVPD" spin_multiplicity=1 total_charge=0 homo_lumo_gap_ev=11.0 de_lowest_kj_mol=154.7 molar_mass_g_mol=100.16
C 1.7842 -0.1361 -1.5613 -0.12 0.01 0.02 -0.603
C 1.0499 -1.0044 -0.5176 0.04 -0.12 0.23 -0.402
C -0.4612 -0.8369 -0.3758 0.01 -0.33 0.37 -0.232
C -1.2105 -0.7707 0.9462 0.05 -0.21 0.31 -0.425
C -1.0438 0.4609 0.1101 -0.07 0.14 0.07 -0.259
C -0.1700 1.5017 0.7782 0.23 -0.08 -0.33 -0.059
O -0.9346 2.2038 1.7406 -0.05 -0.03 0.28 -0.713
H 1.4415 -0.3177 -2.5864 -0.07 -0.03 0.20 0.206
H 2.8598 -0.3644 -1.5355 -0.29 0.01 0.01 0.210
H 1.6857 0.9391 -1.3680 -0.10 -0.22 0.04 0.202
H 1.5089 -0.8064 0.4565 0.05 -0.13 -0.06 0.196
H 1.2595 -2.0529 -0.7535 -0.02 0.05 0.13 0.208
H -1.0794 -1.5555 -0.8942 0.14 0.65 -1.35 0.226
H -2.2112 -1.2020 0.9418 0.39 -0.18 0.08 0.214
H -0.6423 -0.9238 1.8560 -0.06 0.36 0.17 0.204
H -1.9254 0.8920 -0.3605 0.09 -0.18 0.05 0.224
H 0.7006 1.0217 1.2535 -0.16 0.12 -0.15 0.158
H 0.2046 2.2553 0.0815 -0.09 -0.05 0.02 0.183
H -1.3053 1.5376 2.3367 0.02 0.20 -0.11 0.463

(3)
19
Properties=species:S:1:pos:R:3:forces:R:3:nbo_charge:R:1 method="wB97M-V/def2-TZVPD" spin_multiplicity=1 total_charge=0 homo_lumo_gap_ev=9.3 de_lowest_kj_mol=351.3 molar_mass_g_mol=100.16
C -2.8191 0.2274 -0.0237 -0.04 0.00 0.00 -0.605
C -1.3033 0.4156 -0.0405 0.05 0.03 0.00 -0.382
C -0.5567 -0.9235 -0.0769 -0.02 -0.01 -0.02 -0.434
C 0.9176 -0.7599 -0.1404 0.09 0.33 -0.13 -0.078
C 1.9702 -0.0514 -0.3964 -0.41 -0.33 0.11 0.308
O 2.5582 1.1142 -0.7094 -0.12 0.01 -0.05 -0.654
C 2.2518 -1.4974 -0.2768 0.23 -0.13 -0.05 -0.420
H -3.1579 -0.3142 -0.9160 0.06 0.09 0.16 0.203
H -3.1314 -0.3490 0.8558 0.05 0.09 -0.14 0.204
H -3.3426 1.1891 0.0044 0.08 -0.15 -0.01 0.212
H -0.9865 0.9841 0.8455 -0.05 -0.13 -0.16 0.199
H -1.0146 1.0143 -0.9168 -0.04 -0.12 0.14 0.191
H -0.8717 -1.4932 -0.9648 -0.01 0.05 0.15 0.214
H -0.8503 -1.5309 0.7918 0.13 0.10 -0.13 0.214
H 1.8630 1.7842 -0.7990 0.20 -0.13 0.05 0.488
H 2.4524 -2.0724 -1.1912 -0.03 0.06 0.17 0.168
H 2.7500 -1.9148 0.6095 -0.14 0.19 -0.18 0.175
H 1.2909 2.1756 1.7834 0.07 0.01 0.02 -0.013
H 1.9801 2.0023 1.5613 -0.10 0.05 0.07 0.010